Molecular formula: C18H24N2SeSn
Method: DFT, ωB97M-V with the def2-TZVPD basis set

XYZ file:
```
46
Properties=species:S:1:pos:R:3:forces:R:3:mulliken_charge:R:1
Sn -4.03049 0.30834 -3.33954 0.28 0.05 -0.37 0.52
C 4.09364 -0.96897 -3.09393 0.85 0.59 0.78 -1.86
C 3.35288 -0.22680 -1.95667 0.12 0.21 0.32 1.93
C 3.51233 -0.96345 -0.63194 0.37 -0.13 0.66 -1.78
C 3.91310 1.19679 -1.71051 -0.29 -0.56 1.02 -1.50
C 1.86270 -0.12345 -2.27064 0.02 0.20 -0.35 0.19
C 1.41623 -0.09963 -3.57165 -0.74 0.53 -1.58 -0.11
C 0.04391 0.06541 -3.87362 0.28 0.39 1.56 -0.87
N -0.89385 0.18603 -2.90748 1.12 -0.59 -0.11 -0.33
C -0.47883 0.10812 -1.62042 0.87 0.22 -1.53 -0.62
C 0.88735 0.01510 -1.30229 -0.58 -0.13 1.28 0.65
C -1.53897 0.16339 -0.59934 -0.06 0.50 1.22 -0.63
C -1.24229 0.16926 0.76413 0.00 -0.43 -0.20 0.53
C -2.21646 0.15722 1.74837 -0.56 0.46 -0.19 0.38
C -3.53943 0.25563 1.30783 0.68 0.12 0.15 -0.98
C -3.76383 0.30127 -0.04609 -0.55 -0.01 -0.63 0.12
N -2.80438 0.25962 -0.97638 -1.06 -0.25 -0.40 -0.22
C -1.85838 0.07923 3.21991 -0.05 -0.62 0.16 2.13
C -1.08365 -1.24067 3.46475 -0.86 -0.20 -0.04 -1.59
C -0.90870 1.18735 3.61544 0.74 1.55 0.64 -1.44
C -3.12047 0.13086 4.10685 1.55 -0.05 0.62 -2.30
H 5.14247 -1.22872 -2.78106 -1.00 0.26 -0.27 0.36
H 4.15228 -0.34218 -3.98890 0.08 -0.17 0.09 0.37
H 3.55306 -1.87026 -3.32890 -0.04 -0.47 -0.19 0.46
H 4.55898 -1.20961 -0.41072 -0.11 0.18 -0.23 0.42
H 2.96536 -1.89548 -0.61067 -0.24 -0.32 -0.04 0.41
H 3.16435 -0.35075 0.21600 0.09 -0.20 -0.30 0.41
H 4.86193 1.12250 -1.16627 -0.02 -0.04 -0.20 0.37
H 3.21493 1.71859 -1.01598 0.45 -0.02 -0.73 0.36
H 4.09463 1.72775 -2.62428 -0.19 0.51 -0.43 0.38
H 2.14437 -0.06624 -4.39159 -0.51 -0.31 0.27 0.24
H -0.30456 0.18512 -4.89708 0.06 -0.16 0.14 0.43
H 1.19990 0.04437 -0.24930 -0.28 -0.10 -0.60 0.00
H -0.22524 0.13255 1.06638 0.67 -0.08 0.20 0.18
H -4.36532 0.36298 1.98948 -0.12 -0.20 0.02 0.52
H -4.78683 0.34381 -0.45240 0.44 0.08 0.27 -0.06
H -0.10180 -1.17027 3.04319 0.59 -0.02 -0.50 0.41
H -1.60161 -2.09861 3.00934 0.16 0.18 0.27 0.37
H -0.92036 -1.41773 4.52864 -0.28 0.01 0.06 0.42
H 0.01739 1.20491 2.97204 -0.95 0.07 0.69 0.27
H -0.58812 1.06264 4.68497 -0.15 -0.09 -0.93 0.40
H -1.39411 2.20290 3.59947 0.43 -0.88 -0.30 0.35
H -3.80188 -0.67390 3.87509 -0.31 -0.11 0.01 0.43
H -3.58330 1.10746 4.06376 -0.36 0.13 -0.18 0.43
H -2.74465 0.01161 5.13957 -0.42 -0.07 -0.30 0.47
Se -6.25431 0.13592 -2.59758 -0.13 -0.03 0.15 -0.62
```
Forces are in eV/Å.

Molecular formula: C18H24N4O3S
Method: DFT, ωB97M-V with the def2-TZVPD basis set

XYZ file:
```
50
Properties=species:S:1:pos:R:3:forces:R:3:mulliken_charge:R:1
O -3.18516 5.21436 2.61862 0.27 0.00 0.22 -0.49
C -2.54770 5.16772 1.61326 0.07 0.18 -0.10 0.01
N -2.26924 6.34033 0.76484 -0.20 -0.75 -0.43 -0.41
C -2.22160 5.73696 -0.57998 -0.09 0.03 0.04 0.03
O -2.58955 6.27469 -1.57887 0.36 0.15 0.05 -0.49
C -1.78114 4.32117 -0.41308 0.02 -0.16 0.23 0.38
C -1.25110 3.42409 -1.32240 -0.22 -0.05 -0.04 -0.54
C -0.92482 2.14850 -0.87590 -0.12 -0.12 0.20 0.95
C -0.29869 1.10982 -1.78294 0.43 0.11 0.48 -0.74
C 0.71380 1.63794 -2.80740 -0.35 0.12 0.01 -0.71
S 2.46449 1.58179 -2.34400 0.00 -0.35 -0.17 -0.15
C 2.67791 2.58050 -0.94125 0.38 0.17 -0.06 0.34
N 3.85327 2.89793 -0.51263 -0.13 -0.02 -0.03 -0.36
N 3.64598 3.63566 0.65054 0.04 -0.06 -0.09 -0.42
C 2.38037 3.70470 0.80580 0.40 0.20 0.37 -0.07
O 1.68587 3.05911 -0.16151 -0.28 -0.06 -0.05 0.02
C -1.17971 1.79804 0.46385 -0.02 0.09 -0.20 -0.32
C -1.72663 2.69247 1.36875 -0.08 0.14 -0.07 -1.25
C -1.99945 3.97227 0.91141 -0.03 -0.03 -0.14 0.54
H -1.29117 6.57451 0.94772 -0.17 0.53 0.22 0.34
H -1.09146 3.72973 -2.34780 -0.03 0.00 -0.02 0.46
H -1.08359 0.53356 -2.27517 -0.03 0.11 -0.15 0.55
H 0.23542 0.40799 -1.13848 -0.12 -0.17 -0.08 0.12
H 0.46814 2.63137 -3.17629 -0.01 0.03 0.05 0.37
H 0.69701 0.98433 -3.68034 0.17 0.00 -0.01 0.40
H 1.88277 4.20697 1.61758 -0.32 -0.08 -0.16 0.51
H -0.92806 0.79997 0.80270 0.05 -0.02 -0.05 0.47
H -1.91336 2.42321 2.39934 -0.01 -0.05 0.00 0.46
C -0.96147 -2.65029 2.06788 -0.02 -0.01 0.02 -1.32
C -0.80368 -3.91808 1.24154 0.02 0.03 0.09 -0.39
N -0.13063 -3.69290 -0.02512 -0.01 0.00 -0.07 0.19
C -0.22516 -4.81907 -0.93794 -0.09 -0.08 -0.11 -0.69
C 0.45204 -6.13584 -0.53875 0.03 0.00 -0.07 -0.99
C 1.16997 -3.05283 0.06213 0.15 0.20 0.05 -0.38
C 2.26382 -3.73672 0.89343 0.04 0.03 -0.05 -1.18
H -1.46768 -1.87460 1.48997 0.02 0.00 -0.02 0.22
H -1.56040 -2.86067 2.95446 -0.01 0.00 0.00 0.48
H -0.00246 -2.25918 2.40965 0.00 0.00 0.00 0.29
H -1.79885 -4.30935 1.01457 0.02 -0.04 -0.04 0.46
H -0.30608 -4.68151 1.86037 -0.01 0.01 0.00 0.25
H 0.16197 -4.49957 -1.90945 0.04 0.03 0.02 0.35
H -1.29031 -5.01544 -1.09544 -0.01 0.02 0.06 0.42
H 1.53533 -6.08685 -0.64024 0.00 0.02 0.05 0.22
H 0.10368 -6.93672 -1.19360 -0.01 0.00 0.00 0.40
H 0.21501 -6.42351 0.48584 -0.01 0.01 0.01 0.28
H 1.01973 -2.04630 0.46293 -0.03 -0.02 0.04 -0.02
H 1.54059 -2.89412 -0.95399 -0.06 -0.09 -0.04 0.45
H 1.88178 -4.10555 1.84624 -0.01 0.01 0.01 0.24
H 3.05718 -3.02021 1.11431 -0.01 0.01 0.00 0.43
H 2.72303 -4.57041 0.36485 -0.05 -0.05 0.04 0.29
```
Forces are in eV/Å.

Its SMILES is O=C1NC(=O)c2cc(CCSc3nnco3)ccc21.CCN(CC)CC.

Gap between HOMO and LUMO / Eh: 0.2605, 0.2936
E_HOMO / eV: -7.41, -8.44
ΔE to the lowest compared entry with this formula, charge and spin / kcal/mol: 0.0, 82.7